1.
204
Properties=species:S:1:pos:R:3:lowdin_charge:R:1 method="wB97M-V/def2-TZVPD" lumo_energy_ev=-5.506 multiplicity=1 e_homo_ev=-6.644 charge=0 gap_ha=0.042 e_tot_ev=-242486.5059
C -2.987 1.638 6.092 0.01
C -2.624 0.641 7.210 -0.34
O -2.445 0.954 8.364 0.15
N -2.929 -0.785 6.764 0.06
H -3.021 -0.897 5.764 -0.05
H -2.087 -1.337 6.846 0.06
C -4.242 -1.305 7.408 0.03
H -2.686 1.263 5.114 0.06
H -2.444 2.572 6.236 0.09
H -4.054 1.854 6.149 0.09
H -4.503 -2.288 7.015 0.09
H -5.000 -0.610 7.047 0.09
H -4.345 -1.269 8.492 0.09
C -1.782 -4.363 -5.106 0.03
C -1.998 -2.847 -4.866 -0.29
O -2.930 -2.371 -4.222 0.12
N -0.872 -1.924 -5.358 0.09
H -0.487 -2.198 -6.251 0.17
H -1.165 -1.001 -5.645 0.05
C 0.301 -1.805 -4.397 0.04
H -1.911 -4.582 -6.166 0.10
H -2.581 -4.879 -4.574 0.07
H -0.856 -4.837 -4.780 0.09
H 0.660 -2.832 -4.331 0.10
H -0.004 -1.473 -3.405 0.07
H 1.129 -1.246 -4.831 0.10
C 0.938 4.360 -2.929 0.04
C 1.738 4.650 -1.693 -0.35
O 1.665 3.984 -0.666 0.14
N 2.622 5.884 -1.693 0.11
H 1.988 6.603 -2.011 0.18
H 2.670 6.122 -0.712 0.18
C 3.993 5.679 -2.344 0.06
H 0.834 3.276 -2.882 0.09
H 1.558 4.566 -3.802 0.08
H 0.017 4.924 -3.080 0.11
H 4.433 6.659 -2.532 0.11
H 3.858 5.102 -3.259 0.09
H 4.691 5.115 -1.726 0.09
C -1.169 -4.537 1.732 0.03
C -2.431 -5.222 1.069 -0.42
C -2.994 -4.262 0.016 -0.13
C -4.043 -4.897 -0.915 -0.16
C -3.354 -6.056 -1.628 -0.14
C -2.837 -7.213 -0.684 -0.43
N -2.092 -6.595 0.503 0.14
O -1.297 -7.441 1.258 0.19
C -1.888 -8.051 -1.508 -0.02
C -4.018 -8.040 -0.186 -0.01
C -3.506 -5.407 2.113 0.00
H -0.410 -4.401 0.962 0.09
H -0.973 -5.010 2.694 0.11
H -1.601 -3.585 2.039 0.05
H -2.221 -3.794 -0.594 0.11
H -3.422 -3.379 0.491 0.13
H -4.448 -4.233 -1.678 0.11
H -4.873 -5.369 -0.388 0.10
H -2.619 -5.481 -2.190 0.10
H -3.854 -6.488 -2.496 0.13
H -1.104 -7.461 -1.983 0.10
H -2.421 -8.528 -2.330 0.10
H -1.597 -8.879 -0.861 0.10
H -3.868 -8.943 0.406 0.10
H -4.586 -8.559 -0.958 0.11
H -4.773 -7.582 0.453 0.09
H -3.428 -6.372 2.613 0.10
H -4.521 -5.446 1.718 0.09
H -3.541 -4.599 2.843 0.08
C 0.083 0.230 3.097 0.03
C 0.916 0.576 1.850 -0.35
C 1.800 -0.610 1.484 -0.13
C 1.021 -1.779 0.865 -0.15
C 0.262 -1.379 -0.374 -0.14
C -0.655 -0.144 -0.251 -0.36
N 0.069 0.951 0.612 0.17
O -0.421 2.223 0.561 0.14
C -1.848 -0.633 0.526 -0.03
C -0.918 0.451 -1.715 0.00
C 1.924 1.849 2.084 0.02
H -0.111 -0.843 3.108 0.07
H -0.911 0.677 3.073 0.07
H 0.572 0.410 4.054 0.10
H 2.344 -0.921 2.376 0.14
H 2.623 -0.241 0.873 0.10
H 0.449 -2.222 1.681 0.09
H 1.694 -2.566 0.525 0.13
H -0.314 -2.192 -0.816 0.11
H 1.020 -1.220 -1.140 0.10
H -2.369 0.220 0.962 0.08
H -1.681 -1.354 1.326 0.04
H -2.515 -1.034 -0.236 0.09
H -1.381 -0.287 -2.371 0.05
H 0.049 0.691 -2.158 0.07
H -1.500 1.357 -1.882 0.07
H 2.590 1.745 2.940 0.09
H 1.273 2.640 2.457 0.07
H 2.543 2.107 1.225 0.05
C 8.464 0.959 -1.129 0.04
C 8.558 1.585 0.334 -0.43
C 9.255 2.998 0.265 -0.12
C 8.261 4.039 -0.199 -0.20
C 7.293 4.319 0.905 -0.13
C 6.461 3.023 1.130 -0.41
N 7.283 1.695 1.007 0.13
O 6.610 0.537 1.256 0.20
C 5.319 2.883 0.139 -0.01
C 5.957 3.147 2.564 -0.01
C 9.488 0.665 1.144 0.00
H 8.130 -0.073 -1.021 0.08
H 9.376 0.976 -1.726 0.10
H 7.758 1.566 -1.695 0.07
H 10.106 2.979 -0.416 0.13
H 9.596 3.244 1.270 0.13
H 7.842 3.707 -1.148 0.11
H 8.770 4.989 -0.365 0.12
H 6.642 5.162 0.675 0.13
H 7.850 4.597 1.800 0.13
H 4.646 3.740 0.169 0.09
H 4.726 2.011 0.415 0.08
H 5.786 2.575 -0.797 0.08
H 5.198 3.926 2.631 0.11
H 6.683 3.385 3.341 0.10
H 5.425 2.246 2.870 0.09
H 9.365 -0.387 0.888 0.08
H 9.306 0.635 2.219 0.10
H 10.520 0.936 0.920 0.10
C -6.008 -1.784 -3.807 -0.02
C -6.167 -0.276 -3.936 -0.42
C -7.667 0.013 -3.628 -0.13
C -8.017 1.431 -3.263 -0.19
C -7.155 1.990 -2.192 -0.12
C -5.624 1.952 -2.539 -0.42
N -5.326 0.493 -2.972 0.16
O -3.960 0.273 -2.944 0.15
C -4.949 2.379 -1.200 0.00
C -5.172 2.836 -3.608 -0.02
C -5.711 0.163 -5.354 0.02
H -5.447 -2.097 -2.927 0.08
H -5.467 -2.225 -4.644 0.07
H -6.978 -2.267 -3.927 0.10
H -7.950 -0.626 -2.791 0.13
H -8.248 -0.425 -4.440 0.14
H -9.045 1.322 -2.918 0.13
H -8.012 2.107 -4.119 0.12
H -7.283 1.403 -1.283 0.14
H -7.436 3.038 -2.093 0.15
H -5.223 1.574 -0.519 0.09
H -5.451 3.249 -0.777 0.11
H -3.867 2.411 -1.072 0.08
H -4.265 2.542 -4.136 0.08
H -5.040 3.849 -3.228 0.12
H -5.878 2.908 -4.434 0.09
H -6.018 1.181 -5.596 0.09
H -6.142 -0.450 -6.146 0.11
H -4.630 0.064 -5.447 0.08
Cl -3.353 -1.651 3.723 -0.31
C 2.099 -2.236 6.602 -0.68
F 1.978 -1.079 5.988 0.13
F 2.886 -3.042 5.958 0.16
F 2.524 -1.929 7.850 0.12
S 0.379 -3.115 6.593 0.48
O 0.210 -3.765 5.341 -0.33
O 0.337 -4.044 7.735 -0.34
O -0.606 -2.048 6.755 -0.36
C -3.020 3.253 2.353 -0.68
F -1.949 3.346 3.145 0.11
F -2.775 3.721 1.142 0.11
F -3.332 1.965 2.291 0.09
S -4.469 4.261 3.202 0.53
O -5.715 4.022 2.429 -0.39
O -4.490 3.675 4.575 -0.36
O -4.018 5.655 3.145 -0.35
C 1.208 3.697 5.733 -0.66
F 0.660 4.128 4.594 0.10
F 0.322 3.535 6.762 0.09
F 1.828 2.567 5.590 0.15
S 2.365 5.142 6.278 0.44
O 2.629 5.022 7.704 -0.35
O 3.588 5.017 5.529 -0.39
O 1.657 6.368 5.895 -0.36
C 4.070 1.695 -3.947 -0.63
F 5.063 2.483 -3.542 0.11
F 3.055 2.475 -4.376 0.08
F 4.463 0.967 -4.969 0.16
S 3.393 0.586 -2.433 0.53
O 2.708 1.471 -1.493 -0.36
O 2.533 -0.512 -3.004 -0.37
O 4.627 0.039 -1.868 -0.32
C -0.540 2.840 -6.859 -0.58
F -0.959 3.146 -8.105 0.11
F 0.647 2.153 -6.956 0.09
F -0.355 4.011 -6.239 0.12
S -1.892 1.771 -6.000 0.52
O -1.666 0.339 -6.308 -0.35
O -1.611 2.033 -4.584 -0.34
O -3.139 2.290 -6.470 -0.29
C 5.264 -2.520 1.256 -0.62
F 4.439 -3.490 1.635 0.12
F 4.662 -1.562 0.507 0.07
F 5.700 -1.906 2.356 0.11
S 6.788 -3.320 0.252 0.51
O 6.273 -3.833 -1.042 -0.37
O 7.754 -2.226 0.169 -0.38
O 7.378 -4.356 1.117 -0.36


2.
188
Properties=species:S:1:pos:R:3:lowdin_charge:R:1 method="wB97M-V/def2-TZVPD" lumo_energy_ev=0.568 multiplicity=1 e_homo_ev=-9.082 charge=0 gap_ha=0.355 e_tot_ev=-110778.9865 de_lowest_ev=1.809
O 0.618 -0.659 -3.515 0.06
C -0.160 -0.397 -4.418 -0.57
O -1.485 -0.383 -4.353 0.00
C -2.134 -0.918 -3.159 -0.17
C -3.609 -0.445 -3.066 -0.03
C 0.367 -0.290 -5.779 0.03
H -1.597 -0.584 -2.293 0.08
H -2.178 -1.980 -3.313 0.09
H -4.181 -0.673 -3.981 0.09
H -3.622 0.621 -2.858 0.06
H -4.086 -0.895 -2.220 0.06
H -0.327 0.214 -6.484 0.10
H 0.626 -1.282 -6.011 0.06
H 1.305 0.279 -5.787 0.10
O 2.769 0.850 4.884 0.07
C 2.891 0.307 3.800 -0.49
O 2.221 -0.763 3.300 -0.07
C 1.072 -1.329 4.059 -0.18
C 1.547 -2.209 5.180 -0.07
C 3.951 0.699 2.674 0.03
H 0.422 -1.826 3.356 0.08
H 0.561 -0.420 4.493 0.13
H 1.527 -1.633 6.117 0.08
H 2.578 -2.590 5.100 0.09
H 0.901 -3.079 5.297 0.06
H 3.415 1.405 1.964 0.08
H 4.259 -0.172 2.092 0.07
H 4.794 1.243 3.075 0.07
O -3.341 -3.963 -3.343 0.11
C -2.821 -4.865 -2.789 -0.57
O -2.632 -4.957 -1.437 -0.06
C -3.107 -3.773 -0.674 -0.18
C -4.561 -3.885 -0.343 -0.05
C -2.311 -6.093 -3.506 0.02
H -2.819 -2.891 -1.312 0.12
H -2.463 -3.861 0.204 0.09
H -4.798 -3.284 0.514 0.07
H -4.668 -4.900 -0.018 0.08
H -5.195 -3.678 -1.194 0.08
H -3.090 -6.880 -3.689 0.11
H -1.501 -6.520 -2.939 0.07
H -1.932 -5.702 -4.479 0.09
O -1.929 4.334 1.729 0.05
C -2.455 5.400 1.989 -0.50
O -2.959 6.257 1.072 -0.02
C -2.748 5.953 -0.323 -0.21
C -4.064 5.804 -1.103 -0.06
C -2.818 5.866 3.384 0.03
H -2.038 5.005 -0.402 0.14
H -2.259 6.840 -0.723 0.11
H -3.845 5.798 -2.176 0.07
H -4.732 6.634 -0.892 0.07
H -4.612 4.905 -0.844 0.07
H -2.189 6.769 3.509 0.09
H -2.443 5.140 4.152 0.09
H -3.855 6.054 3.385 0.07
O 4.333 4.364 -1.599 0.09
C 4.629 5.180 -0.759 -0.54
O 3.704 5.946 -0.218 -0.01
C 2.370 5.911 -0.695 -0.18
C 1.444 6.157 0.521 -0.03
C 6.017 5.504 -0.280 0.03
H 2.251 4.981 -1.184 0.09
H 2.275 6.786 -1.297 0.12
H 0.448 6.201 0.162 0.05
H 1.764 7.071 1.011 0.08
H 1.448 5.380 1.275 0.06
H 6.208 4.992 0.649 0.08
H 6.111 6.572 -0.017 0.09
H 6.727 5.084 -1.053 0.11
O -4.936 3.035 1.609 0.12
C -4.954 1.872 1.851 -0.53
O -4.366 1.225 2.895 -0.04
C -3.507 2.076 3.778 -0.20
C -3.114 1.141 4.900 -0.07
C -5.781 0.820 1.063 0.03
H -4.093 2.958 4.065 0.12
H -2.616 2.414 3.190 0.10
H -2.757 1.824 5.754 0.10
H -2.300 0.502 4.510 0.06
H -3.942 0.503 5.174 0.07
H -6.406 1.458 0.422 0.09
H -6.359 0.223 1.725 0.06
H -5.173 0.111 0.509 0.07
O -1.336 4.977 -5.691 0.05
C -0.750 3.881 -5.743 -0.51
O -1.102 2.775 -5.035 -0.02
C -2.019 3.007 -3.939 -0.22
C -1.303 2.655 -2.694 -0.04
C 0.337 3.669 -6.726 0.02
H -3.009 2.535 -4.214 0.15
H -2.234 4.053 -3.907 0.09
H -0.337 3.144 -2.796 0.08
H -1.217 1.552 -2.656 0.07
H -1.860 3.038 -1.849 0.08
H -0.179 3.664 -7.712 0.11
H 0.745 2.674 -6.602 0.06
H 1.097 4.413 -6.493 0.10
O -1.405 -3.140 4.338 0.04
C -2.262 -3.199 3.444 -0.49
O -2.801 -4.394 3.128 -0.01
C -2.396 -5.480 3.966 -0.21
C -3.008 -5.513 5.379 -0.04
C -2.688 -2.034 2.626 0.04
H -1.295 -5.469 4.008 0.11
H -2.761 -6.302 3.462 0.09
H -2.571 -4.750 6.009 0.07
H -2.767 -6.429 5.813 0.06
H -4.059 -5.305 5.309 0.08
H -2.469 -2.111 1.530 0.09
H -2.205 -1.142 3.034 0.07
H -3.760 -1.957 2.718 0.09
O 3.926 1.442 -0.948 0.09
C 3.554 1.499 -2.091 -0.56
O 4.343 1.321 -3.137 0.01
C 5.690 0.985 -2.934 -0.23
C 6.473 1.016 -4.245 -0.07
C 2.215 1.987 -2.459 0.02
H 5.708 -0.002 -2.442 0.11
H 6.204 1.586 -2.183 0.12
H 6.671 0.116 -4.800 0.06
H 7.486 1.410 -4.091 0.06
H 6.112 1.848 -4.973 0.11
H 2.355 2.968 -2.896 0.09
H 1.533 2.173 -1.646 0.07
H 1.702 1.418 -3.169 0.04
O 1.148 -3.809 -6.486 0.09
C 1.383 -4.844 -5.924 -0.59
O 1.264 -5.028 -4.617 0.00
C 0.668 -3.893 -3.908 -0.17
C 0.768 -4.195 -2.424 -0.03
C 1.768 -6.012 -6.732 0.01
H -0.359 -3.886 -4.295 0.12
H 1.170 -3.023 -4.287 0.10
H 1.625 -4.748 -2.201 0.04
H -0.055 -4.918 -2.015 0.09
H 0.770 -3.233 -1.807 0.10
H 1.617 -6.902 -6.071 0.09
H 2.846 -5.991 -7.044 0.11
H 1.057 -6.137 -7.542 0.09
C 0.113 -0.386 0.169 0.03
C -1.023 0.570 0.383 -0.54
O -2.147 0.408 -0.094 0.01
N -0.822 1.658 1.140 0.04
C 0.415 2.235 1.578 -0.06
H 0.432 -0.805 1.095 0.06
H 0.935 0.129 -0.376 0.10
H -0.238 -1.145 -0.446 0.04
H -1.651 2.234 1.149 0.10
H 1.096 1.482 2.009 0.07
H 0.172 2.878 2.373 0.04
H 0.974 2.845 0.818 0.10
C -0.144 6.679 6.025 -0.02
C 0.259 5.492 5.198 -0.56
O 0.228 5.511 3.971 0.03
N 0.545 4.396 5.915 0.01
C 0.915 3.160 5.314 -0.09
H -1.220 6.590 6.288 0.09
H -0.052 7.637 5.506 0.08
H 0.418 6.831 6.953 0.08
H 0.466 4.452 6.921 0.14
H 1.534 3.361 4.478 0.07
H 0.008 2.541 4.968 0.11
H 1.474 2.549 6.003 0.07
C 2.891 -3.155 0.766 0.01
C 3.445 -4.379 0.176 -0.54
O 3.216 -5.511 0.630 0.01
N 4.170 -4.194 -0.958 0.02
C 4.608 -3.061 -1.786 -0.06
H 3.457 -2.274 0.408 0.08
H 2.927 -3.183 1.821 0.07
H 1.810 -3.049 0.466 0.09
H 4.540 -5.070 -1.287 0.13
H 5.534 -2.530 -1.414 0.10
H 3.830 -2.349 -1.856 0.06
H 4.804 -3.461 -2.759 0.08
C -0.173 -6.115 0.705 0.02
C 0.169 -4.903 1.541 -0.53
O -0.199 -3.777 1.248 0.02
N 0.980 -5.114 2.614 0.03
C 1.650 -6.319 3.014 -0.11
H -0.526 -6.953 1.341 0.09
H 0.712 -6.474 0.137 0.09
H -0.904 -5.854 -0.059 0.05
H 1.006 -4.396 3.289 0.10
H 2.616 -6.077 3.467 0.08
H 1.927 -6.986 2.178 0.08
H 1.111 -6.965 3.772 0.09